i.
{
  "formula": "C4H4O2S",
  "method": "ωB97M-V/def2-TZVPD",
  "e_homo_ev": [-9.61, -9.61],
  "e_lumo_ev": [-1.467, -1.454],
  "species": ["S", "O", "C", "C", "H", "H", "O", "H", "C", "C", "H"],
  "coordinates": [[-2.1499, -0.3000, 0.0209], [-3.0014, -0.8808, -1.0070], [-2.6091, 2.6172, -0.4368], [0.2351, -1.1618, -0.4271], [1.3751, -2.8006, 0.4567], [-0.0613, -2.5007, 1.2613], [-2.4745, -0.6494, 1.4054], [0.4860, -0.8939, -1.4261], [-2.4053, 1.4626, -0.1444], [0.4831, -2.0666, 0.4931], [-2.9299, 3.6287, -0.8402]],
  "lowdin_charge": [0.68, -0.38, 0.06, 0.05, 0.11, 0.04, -0.39, 0.05, -0.22, -0.06, 0.07]
}



ii.
{
  "formula": "C4H4O2S",
  "method": "ωB97M-V/def2-TZVPD",
  "smiles": "C=C1CSC(=O)O1",
  "e_homo_ev": -9.61,
  "e_lumo_ev": 0.529,
  "species": ["H", "O", "O", "H", "H", "C", "H", "C", "C", "S", "C"],
  "coordinates": [[-1.1013, 2.0013, -0.6373], [1.8995, -1.3661, 0.0434], [-0.3017, -1.1190, 0.0265], [-3.3672, 0.2248, 0.0479], [-0.9551, 1.6757, 1.0957], [-0.7112, 1.3239, 0.1143], [-2.8738, -1.5562, -0.1981], [0.9543, -0.6684, 0.0039], [-2.5693, -0.5071, -0.0636], [1.0670, 1.0951, -0.0719], [-1.2666, -0.1461, -0.0073]],
  "lowdin_charge": [0.08, 0.10, 0.05, 0.07, 0.07, -0.38, 0.08, -0.81, 0.08, 1.02, -0.35]
}



Going by the computed energies, the most stable comes first: ii, i.



i.
{
  "formula": "C6H7P",
  "method": "ωB97M-V/def2-TZVPD",
  "smiles": "C=CP1=CC=CC=1",
  "e_homo_ev": -8.62,
  "e_lumo_ev": 0.360,
  "species": ["H", "C", "P", "H", "C", "H", "H", "C", "C", "C", "C", "H", "H", "H"],
  "coordinates": [[-2.4847, -0.7814, 0.1512], [0.3317, 1.4303, -0.1073], [-0.4219, 0.3636, 1.1924], [-0.2942, 2.0385, -1.9841], [0.7349, -1.0652, 1.3876], [1.8282, -1.1283, -0.2986], [-2.3530, 0.4583, -1.9982], [1.7957, -1.4616, 0.7187], [-1.4723, 0.5375, -1.2349], [-0.4340, 1.4038, -1.2167], [-1.6417, -0.2721, -0.1507], [2.5804, -2.1602, 0.9997], [0.6287, -1.3686, 2.4424], [1.2022, 2.0055, 0.0984]],
  "lowdin_charge": [0.02, -0.26, 0.98, 0.07, -0.40, 0.04, 0.14, -0.06, -0.23, -0.24, -0.21, 0.06, 0.04, 0.05]
}



ii.
{
  "formula": "C6H7P",
  "method": "ωB97M-V/def2-TZVPD",
  "smiles": "Pc1ccccc1",
  "e_homo_ev": -9.05,
  "e_lumo_ev": 1.046,
  "species": ["H", "C", "C", "P", "H", "H", "H", "H", "C", "H", "C", "H", "C", "C"],
  "coordinates": [[2.6761, 0.2114, 0.3738], [-1.1778, 0.3623, 0.4592], [-0.4316, 1.1660, 1.3207], [-1.5662, -1.5323, -1.5442], [-2.2548, 0.3847, 0.5036], [-1.4579, -0.7551, -2.7171], [1.5437, 1.7185, 1.9343], [1.3467, -1.1919, -1.1876], [1.5998, 0.2477, 0.3880], [-0.9345, 1.8160, 2.0159], [0.8566, -0.5408, -0.4847], [-0.6120, -2.5093, -1.8914], [-0.5411, -0.4826, -0.4432], [0.9531, 1.1053, 1.2727]],
  "lowdin_charge": [0.10, -0.13, -0.09, 0.82, 0.09, -0.11, 0.10, 0.09, -0.09, 0.10, -0.12, -0.12, -0.54, -0.10]
}



Going by the computed energies, the most stable comes first: ii, i.



i.
{
  "formula": "C4H10OSi2",
  "method": "ωB97M-V/def2-TZVPD",
  "smiles": "C=C[Si](=O)C=C.[SiH4]",
  "e_homo_ev": -9.84,
  "e_lumo_ev": -0.046,
  "species": ["H", "H", "H", "H", "H", "H", "H", "H", "O", "Si", "Si", "C", "H", "H", "C", "C", "C"],
  "coordinates": [[-1.2215, 1.8155, -0.7418], [-2.2959, -3.4185, 0.7732], [-0.9592, -0.8274, 1.7171], [1.7346, -1.3268, -1.3583], [2.7798, 0.9999, -1.2860], [0.6949, 0.4636, -0.6862], [-1.5496, -3.2196, 2.3924], [-3.1647, 2.8002, -0.2283], [-1.0946, -1.4671, -1.8132], [2.0966, -0.1330, -0.6054], [-1.6525, -0.6768, -0.6763], [-3.1606, 1.7297, -0.1350], [2.1729, -0.6371, 0.7761], [-4.1073, 1.4059, 0.2667], [-1.4413, -1.4419, 1.0179], [-1.7286, -2.7228, 1.4029], [-2.0192, 1.1098, -0.4046]],
  "lowdin_charge": [0.06, 0.05, 0.03, -0.12, -0.11, -0.15, 0.06, 0.05, -0.33, 0.61, 0.49, -0.05, -0.12, 0.05, -0.22, -0.05, -0.25]
}



ii.
{
  "formula": "C4H10OSi2",
  "method": "ωB97M-V/def2-TZVPD",
  "smiles": "C=C[SiH](C=C)O[SiH3]",
  "e_homo_ev": -9.67,
  "e_lumo_ev": 0.851,
  "species": ["Si", "C", "H", "H", "C", "C", "H", "H", "H", "O", "H", "H", "H", "C", "H", "H", "Si"],
  "coordinates": [[-0.0842, -0.4411, 0.7762], [-0.6936, 2.4193, 0.9805], [1.7100, -2.7833, 0.2721], [2.3626, 0.2656, 0.3493], [2.2387, -1.9348, 0.2001], [-0.3279, 1.2506, 1.4998], [-0.4712, 3.3542, 1.5991], [-0.6398, -0.6665, -3.1621], [-0.5768, -1.5212, 1.9745], [-0.7420, -0.5419, -0.6965], [-0.9865, 2.5620, 0.0265], [3.1689, -1.9286, -0.3650], [-2.1178, 1.0732, -2.2445], [1.7872, -0.6966, 0.4968], [-0.1337, 1.2188, 2.5672], [-2.8885, -1.2742, -2.1820], [-1.6053, -0.3555, -2.0920]],
  "lowdin_charge": [0.44, -0.04, 0.00, 0.07, -0.06, -0.27, 0.08, -0.07, 0.03, -0.47, 0.00, 0.05, -0.06, -0.23, 0.05, -0.05, 0.53]
}



Going by the computed energies, the most stable comes first: ii, i.



i.
{
  "formula": "C7H9N2O",
  "method": "ωB97M-V/def2-TZVPD",
  "charge": 1,
  "smiles": "C/N=C/C=C\\[N+]#CC(C)=O",
  "e_homo_ev": -13.70,
  "e_lumo_ev": -5.658,
  "species": ["H", "H", "H", "N", "C", "C", "H", "O", "H", "H", "C", "N", "H", "C", "C", "C", "H", "C", "H"],
  "coordinates": [[1.8874, -2.5456, 1.1422], [3.3778, 1.8861, -0.0094], [-2.7013, 0.4934, -1.9260], [0.0143, 1.4183, -0.2362], [0.9972, -2.0848, 0.6876], [-3.1313, 0.0659, -0.9588], [-3.4104, -1.0026, -1.0478], [-2.3330, -0.3193, 1.2489], [-4.1734, 0.2789, -0.7040], [1.1951, 3.1015, -0.6177], [1.2370, 2.0063, -0.2724], [1.2788, -0.6962, 0.3270], [3.3506, -0.4364, 0.6564], [-2.2285, 0.2815, 0.2115], [2.3987, -0.0603, 0.3862], [2.3571, 1.3358, 0.0024], [0.8098, -2.8629, -0.1530], [-1.0764, 1.1268, -0.1117], [0.1508, -1.9863, 1.3748]],
  "lowdin_charge": [0.08, 0.16, 0.13, 0.21, -0.08, 0.01, 0.12, 0.18, 0.11, 0.18, -0.07, 0.00, 0.11, -0.39, -0.12, -0.01, 0.12, 0.19, 0.08]
}



ii.
{
  "formula": "C7H9N2O",
  "method": "ωB97M-V/def2-TZVPD",
  "charge": 1,
  "e_homo_ev": [-13.80, -13.80],
  "e_lumo_ev": [-4.846, -4.845],
  "species": ["O", "H", "N", "C", "H", "C", "C", "H", "C", "C", "H", "H", "H", "H", "C", "C", "N", "H", "H"],
  "coordinates": [[2.1048, -0.0409, 1.3504], [2.6670, 1.6966, -0.6266], [1.3941, -0.2142, 0.2443], [-0.6955, 0.6679, 1.1733], [1.6512, -2.0337, 0.9244], [-0.7389, -0.8378, -0.7038], [-2.0561, -0.6752, -0.8048], [-2.5234, -1.2128, -1.7064], [-0.0615, -0.1402, 0.2327], [-2.7880, 0.0607, 0.1621], [1.8220, 0.7934, -1.8784], [-0.2511, 1.2678, 1.9820], [3.5119, 0.1116, -1.1466], [-2.6666, 1.3036, 1.8622], [2.5510, 0.7444, -1.0718], [-2.0722, 0.8152, 1.0062], [2.1470, -1.2705, 0.5437], [-0.2319, -1.4013, -1.4377], [-3.7637, 0.3654, -0.1055]],
  "lowdin_charge": [0.08, 0.06, -0.20, 0.02, 0.14, -0.06, -0.04, 0.16, -0.19, -0.04, 0.07, 0.14, 0.12, 0.16, 0.27, -0.08, 0.18, 0.12, 0.11]
}



Going by the computed energies, the most stable comes first: i, ii.



i.
{
  "formula": "S2",
  "method": "ωB97M-V/def2-TZVPD",
  "charge": 1,
  "multiplicity": 2,
  "e_homo_ev": [-17.56, -16.87],
  "e_lumo_ev": [-11.360, -11.071],
  "s_squared": 0.755,
  "species": ["S", "S"],
  "coordinates": [[0.0000, 0.0000, 1.2801], [0.0000, 0.0000, -1.2801]],
  "lowdin_charge": [0.50, 0.50]
}



ii.
{
  "formula": "S2",
  "method": "ωB97M-V/def2-TZVPD",
  "charge": 1,
  "multiplicity": 2,
  "e_homo_ev": [-17.10, -16.32],
  "e_lumo_ev": [-11.627, -11.343],
  "s_squared": 0.755,
  "species": ["S", "S"],
  "coordinates": [[0.0000, 0.0000, -1.4143], [0.0000, 0.0000, 1.4143]],
  "lowdin_charge": [0.50, 0.50]
}



Going by the computed energies, the most stable comes first: i, ii.



i.
{
  "formula": "C8H9N2OS",
  "method": "ωB97M-V/def2-TZVPD",
  "charge": -1,
  "e_homo_ev": [-2.38, -2.39],
  "e_lumo_ev": [3.368, 3.367],
  "species": ["H", "H", "S", "H", "H", "C", "C", "C", "C", "O", "C", "H", "H", "N", "H", "C", "H", "C", "H", "N", "C"],
  "coordinates": [[1.2332, -1.1149, -1.0771], [-0.6166, -1.7878, 0.2043], [1.5205, -1.0821, 1.1838], [2.8057, -2.0219, -0.7577], [-2.7322, -1.9390, -0.5916], [2.8831, 0.2053, -0.6682], [-3.3320, 0.1079, -0.0626], [-2.7627, 1.2953, 0.3902], [-1.2044, -0.8907, 0.1050], [2.2660, 2.4012, -0.4827], [-0.7216, 0.3194, 0.6324], [3.4419, 0.3191, 0.3359], [-4.4300, -0.1337, -0.2011], [1.7756, 1.2726, -0.6662], [0.9818, 1.0733, 1.8381], [0.6699, 0.4668, 1.0101], [3.4817, 0.0876, -1.5851], [2.1301, -1.1320, -0.5281], [-3.4268, 2.1323, 0.5176], [-1.4888, 1.4104, 0.6910], [-2.4744, -0.9891, -0.2877]],
  "lowdin_charge": [0.03, 0.06, 0.76, 0.09, 0.07, -0.29, -0.11, -0.20, -0.11, -0.20, -0.37, 0.10, 0.09, -0.18, 0.05, -0.44, 0.10, -0.50, 0.08, 0.09, -0.12]
}



ii.
{
  "formula": "C8H9N2OS",
  "method": "ωB97M-V/def2-TZVPD",
  "charge": -1,
  "e_homo_ev": -2.71,
  "e_lumo_ev": 3.380,
  "species": ["C", "H", "N", "H", "C", "C", "C", "H", "O", "C", "H", "H", "N", "C", "H", "C", "H", "S", "C", "H", "H"],
  "coordinates": [[-2.9874, 0.6881, -0.1312], [1.3925, 1.2086, 2.1724], [2.3255, 0.7637, 0.4724], [-1.3116, -0.7171, 2.3143], [-2.1245, 0.2485, -1.1718], [2.1234, 0.2030, -0.8926], [1.7583, -1.3437, -0.8651], [-3.7566, 1.3059, -0.3204], [3.4951, 1.2705, 0.7474], [-1.4540, -0.4305, 1.3748], [-2.2787, 0.4007, -2.2411], [1.4893, -1.6103, -1.8391], [-1.0031, -0.4144, -0.9942], [-2.5955, 0.2957, 1.1877], [2.8498, -1.7418, -0.6635], [-0.6845, -0.7116, 0.2482], [2.9877, 0.5022, -1.5304], [0.6003, -1.9053, 0.3596], [1.2299, 0.7836, 1.1553], [-3.2789, 0.5171, 1.9226], [1.2230, 0.6871, -1.3054]],
  "lowdin_charge": [-0.05, 0.02, -0.45, 0.06, -0.16, -0.21, -0.49, 0.03, -0.26, -0.12, 0.09, 0.02, 0.03, -0.08, 0.11, -0.66, 0.11, 0.89, -0.05, 0.07, 0.08]
}



Going by the computed energies, the most stable comes first: i, ii.